Entry 1:
2 unconnected molecules or ions with the total composition C11H14N2O at a distorted geometry, computed with ωB97M-V/def2-TZVPD.

Last column: Mulliken charge in e.
Positions of all 28 atoms, in Å:
1 C -2.40545 1.07500 0.20479  -1.580
2 C -1.28095 1.02821 1.23043  0.629
3 C -0.16569 1.78615 1.14748  -0.405
4 C 0.91537 1.56065 2.02636  -0.621
5 C 0.80497 0.51647 2.93860  0.657
6 O 1.76139 0.07195 3.83339  -0.533
7 C -0.36816 -0.30039 3.02270  -0.489
8 C -1.42094 -0.02593 2.15868  -0.519
9 H -2.61196 0.05146 -0.13050  0.343
10 H -2.13290 1.74361 -0.60495  0.352
11 H -3.30629 1.43453 0.76686  0.398
12 H -0.20481 2.60575 0.42911  0.430
13 H 1.73400 2.28986 2.01258  0.311
14 H 2.33716 0.79198 4.10851  0.302
15 H -0.44719 -1.03137 3.82209  0.403
16 H -2.18398 -0.78741 2.11343  0.324
17 C 0.45283 -2.91689 -2.09354  -1.067
18 C 0.69708 -1.46420 -2.43395  0.512
19 C 0.70438 -0.40675 -1.58919  -0.328
20 N 0.97619 0.70520 -2.42236  -0.046
21 C 1.08628 0.20260 -3.70803  -0.252
22 N 0.93976 -1.11119 -3.72151  -0.644
23 H 0.42237 -3.44627 -3.03256  0.332
24 H -0.54472 -3.02380 -1.57572  0.235
25 H 1.18248 -3.44682 -1.48214  0.294
26 H 0.42305 -0.22090 -0.57089  0.299
27 H 1.37442 1.46360 -1.89528  0.264
28 H 1.26128 0.85489 -4.55440  0.400

Calculated values
E_LUMO, hartree: 0.0254
Kohn-Sham gap, eV: 9.1971
ΔE to the lowest compared entry with this formula, charge and spin, kcal/mol: 43.3


Entry 2:
A molecular structure, C15H13N4O2RuS4 at a distorted geometry, computed with ωB97M-V/def2-TZVPD.

Last column: Löwdin spin population.
Positions of all 39 atoms, in Å:
1 Ru 7.10833 10.35900 10.88376  3.489
2 S 9.24326 9.65481 12.41024  0.163
3 C 8.93113 8.36548 11.36991  0.052
4 N 7.98802 8.60675 10.40186  0.115
5 C 7.75285 7.51264 9.61437  0.011
6 C 7.00793 7.48029 8.41968  0.006
7 C 7.01819 6.32614 7.69148  -0.001
8 C 7.66866 5.11922 8.15575  0.007
9 C 8.44780 5.20488 9.33034  0.001
10 C 8.51327 6.39650 10.00607  0.010
11 S 9.59878 6.69314 11.31127  0.009
12 H 6.45161 8.40158 8.16798  0.004
13 H 6.56943 6.26670 6.74742  0.000
14 H 7.52725 4.14785 7.63598  0.000
15 H 8.98308 4.37142 9.76836  0.000
16 O 8.66071 11.47414 9.98078  0.163
17 C 8.49497 12.57157 9.28684  0.020
18 O 8.84011 13.70494 9.64485  0.028
19 C 7.85893 12.32603 7.86006  0.020
20 C 8.45151 12.81719 6.70554  -0.002
21 C 7.82003 12.65646 5.45550  0.026
22 C 6.50759 12.18245 5.43303  -0.001
23 C 5.86960 11.88355 6.61299  0.033
24 C 6.57608 11.69163 7.78602  0.035
25 S 5.65110 10.81663 9.03583  0.379
26 H 9.40146 13.30281 6.85938  -0.001
27 H 8.40460 12.90968 4.58938  0.002
28 H 6.02379 12.01568 4.45728  0.000
29 H 4.82237 11.59541 6.59737  0.004
30 N 6.75788 12.29040 11.90607  0.074
31 N 6.17019 11.96678 13.19629  0.021
32 C 5.47115 10.74903 13.26058  0.071
33 N 4.83345 10.34452 14.34617  0.041
34 S 5.14403 9.68026 11.82004  0.203
35 H 7.64694 12.81020 12.04204  0.004
36 H 6.13938 12.88891 11.35566  0.003
37 H 6.24641 12.60437 13.96919  0.002
38 H 4.89282 10.85956 15.21790  0.003
39 H 4.28732 9.45187 14.34474  0.005

Calculated values
E_LUMO (alpha / beta), hartree: -0.0139 / -0.0475
Kohn-Sham gap (alpha / beta), eV: 6.3218 / 6.1778
ΔE to the lowest compared entry with this formula, charge and spin, kcal/mol: 0.0
2S+1: 6


Entry 3:
2 unconnected molecules or ions with the total composition C4H14N2O at a distorted geometry, computed with ωB97M-V/def2-TZVPD.

Last column: Mulliken charge in e.
Positions of all 21 atoms, in Å:
1 N 0.11606 2.05269 -0.79665  -0.700
2 C -0.12843 1.04464 0.27075  -0.352
3 C 1.15640 0.25170 0.53329  -0.994
4 C 1.58723 -0.53711 -0.74319  -0.525
5 C 0.79013 -1.76268 -1.15969  -0.407
6 N -0.30815 -2.13152 -0.30703  -0.337
7 H 0.87614 2.66925 -0.51822  0.209
8 H -0.67204 2.69715 -0.77317  0.266
9 H -0.88683 0.35883 -0.10036  0.208
10 H -0.53253 1.59299 1.12151  0.349
11 H 1.92000 0.88345 0.98109  0.451
12 H 0.96545 -0.51873 1.29100  0.371
13 H 2.61053 -0.78654 -0.48402  0.318
14 H 1.66732 0.22558 -1.51983  0.353
15 H 0.47833 -1.68332 -2.21193  0.202
16 H 1.50898 -2.59185 -1.17530  0.325
17 H -0.59116 -3.08862 -0.27181  0.151
18 H -0.74655 -1.49990 0.31652  0.107
19 O -2.90724 0.95819 1.90440  -0.592
20 H -3.58822 1.36699 2.44861  0.292
21 H -3.31542 0.49883 1.19401  0.305

Calculated values
E_LUMO, hartree: 0.0260
Kohn-Sham gap, eV: 9.0397
ΔE to the lowest compared entry with this formula, charge and spin, kcal/mol: 39.5


Entry 4:
11 unconnected molecules or ions with the total composition C30H66BF19N6O12P at a distorted geometry, computed with ωB97M-V/def2-TZVPD.

Last column: Mulliken charge in e.
Positions of all 135 atoms, in Å:
1 C 2.19663 -2.41957 7.23140  -1.159
2 C 0.98479 -2.70822 6.32665  0.545
3 O 0.79595 -3.75263 5.69107  -0.426
4 N -0.02357 -1.57143 6.16400  -0.018
5 H -0.97903 -1.87892 6.27636  0.421
6 H 0.05624 -0.92796 6.93839  0.400
7 C 0.32381 -0.71686 4.88590  -0.259
8 H 2.83669 -3.30125 7.26412  0.364
9 H 1.91137 -2.38609 8.28288  0.395
10 H 2.71395 -1.50825 6.93143  0.339
11 H 0.69261 -1.43700 4.15549  0.052
12 H 1.07105 0.04960 5.09147  0.321
13 H -0.66054 -0.27736 4.72469  0.089
14 C 2.48322 -3.34432 1.98069  -0.521
15 C 1.38346 -4.24295 1.53202  0.608
16 O 0.92858 -5.13831 2.22404  -0.461
17 N 0.84540 -4.00088 0.11255  0.206
18 H 0.60767 -3.01930 0.12153  -0.309
19 H 1.64463 -4.17087 -0.48111  0.462
20 C -0.37999 -4.78836 -0.38780  -0.739
21 H 2.09883 -2.35820 2.24127  -0.251
22 H 3.18331 -3.08400 1.18684  0.371
23 H 2.96329 -3.76213 2.86560  0.433
24 H -0.04466 -5.82410 -0.44160  0.447
25 H -0.51708 -4.54007 -1.44025  0.206
26 H -1.26494 -4.51204 0.18544  0.356
27 C 2.55266 -0.94594 -2.92966  0.187
28 C 3.93442 -0.77772 -3.62700  0.059
29 O 4.38160 0.24917 -4.13424  -0.381
30 N 4.76654 -2.10009 -3.62749  -0.201
31 H 5.76815 -1.97048 -3.63582  0.419
32 H 4.66369 -2.61367 -2.76392  0.433
33 C 4.49954 -3.03466 -4.81284  -0.853
34 H 2.60919 -1.67665 -2.12284  -0.019
35 H 1.82470 -1.17844 -3.70691  0.385
36 H 2.36713 0.04320 -2.51098  -0.220
37 H 3.45750 -3.20793 -5.08162  0.345
38 H 5.09034 -3.90928 -4.54066  0.397
39 H 4.96887 -2.56380 -5.67662  0.367
40 C 3.00246 0.93515 2.63843  -0.442
41 C 3.90416 2.01234 3.18882  0.273
42 O 3.57074 3.04182 3.81127  -0.388
43 N 5.35126 1.91094 2.83030  -0.196
44 H 5.55125 1.05837 2.32708  0.424
45 H 5.50862 2.58541 2.09516  0.412
46 C 6.34349 2.01942 4.08875  -0.768
47 H 1.99165 1.18198 2.96317  -0.401
48 H 3.32721 -0.01973 3.05178  0.647
49 H 2.94233 0.84885 1.55352  0.157
50 H 6.13949 1.22516 4.80684  0.320
51 H 5.99213 2.93195 4.57034  0.372
52 H 7.38824 2.08862 3.78576  0.379
53 C 2.67924 5.95725 -1.79502  -0.961
54 C 1.78646 5.61258 -0.58935  0.609
55 O 0.73773 6.27105 -0.39379  -0.357
56 N 2.23051 4.39514 0.29303  0.543
57 H 3.18495 4.44506 0.61960  0.480
58 H 1.80021 4.48195 1.20265  -0.434
59 C 1.75794 3.12719 -0.44174  0.185
60 H 2.31536 5.13837 -2.41561  0.208
61 H 3.76533 6.01850 -1.72614  0.313
62 H 2.32589 6.87665 -2.26187  0.338
63 H 2.27311 3.07332 -1.40080  0.556
64 H 0.68454 3.16505 -0.62743  0.068
65 H 2.06438 2.30053 0.19921  -0.750
66 C -3.23497 0.52909 -1.94118  -0.255
67 C -3.51438 0.18871 -3.38804  0.269
68 O -4.44491 -0.52815 -3.77273  -0.460
69 N -2.67703 0.94403 -4.47526  0.151
70 H -2.95598 1.91471 -4.48415  0.449
71 H -1.68763 0.98004 -4.27554  0.188
72 C -2.94209 0.34552 -5.85590  -0.771
73 H -2.18283 0.42920 -1.67449  -0.270
74 H -3.80800 0.00012 -1.17965  0.443
75 H -3.45254 1.59271 -1.84381  0.339
76 H -3.97152 0.49605 -6.18105  0.343
77 H -2.51606 -0.65666 -5.90310  0.268
78 H -2.39444 1.00342 -6.53069  0.372
79 C -2.21767 -6.96193 -5.22796  -0.116
80 O -2.58995 -5.58349 -4.93687  -0.258
81 O -3.31670 -7.85559 -4.95530  -0.852
82 C -1.61301 -6.95816 -6.66141  0.725
83 F -1.49413 -8.17267 -7.18209  -0.271
84 F -2.39695 -6.30327 -7.51838  -0.294
85 F -0.41251 -6.36137 -6.73492  -0.295
86 C -1.56347 -4.70694 -4.36273  -0.166
87 C -2.22740 -3.38219 -4.01307  -0.669
88 H -3.15198 -3.57317 -3.46830  0.377
89 H -1.58132 -2.76331 -3.39044  0.161
90 H -2.44312 -2.82205 -4.92291  0.233
91 H -0.65348 -4.57870 -4.94889  0.256
92 H -1.14359 -5.16583 -3.46762  -0.004
93 H -1.39124 -7.39580 -4.66505  0.227
94 C 0.30089 4.30350 3.36352  1.183
95 O -0.58225 4.60225 2.29156  -0.370
96 O 1.30650 5.26069 3.10498  -0.925
97 C -0.41649 4.21787 4.71272  0.366
98 F -1.30835 5.21866 4.91181  -0.278
99 F -1.08287 3.09839 4.89073  -0.132
100 F 0.44259 4.27890 5.81511  -0.320
101 C -1.52217 3.63651 1.81664  0.506
102 C -2.23965 4.31663 0.64968  -1.082
103 H -2.24032 5.39912 0.77734  0.363
104 H -1.71630 4.02117 -0.25967  0.104
105 H -3.27959 4.02526 0.50227  0.184
106 H -2.18137 3.45931 2.66645  0.449
107 H -1.06301 2.68951 1.53300  -0.288
108 H 0.67729 3.31553 3.09831  -0.647
109 C -6.79176 1.66523 1.84953  -0.108
110 O -5.70393 1.68762 2.72329  -0.317
111 O -7.93653 2.06394 2.60274  -0.796
112 C -6.59476 2.38988 0.39588  0.760
113 F -6.57467 3.76835 0.44289  -0.274
114 F -5.43015 2.08682 -0.19800  -0.214
115 F -7.56931 1.95124 -0.44715  -0.272
116 C -4.60643 0.70974 2.59595  0.091
117 C -3.68991 0.70746 3.86107  -0.763
118 H -2.65944 0.44337 3.62340  -0.242
119 H -3.69103 1.71239 4.28322  0.299
120 H -4.02699 0.13080 4.72243  0.503
121 H -4.01052 1.07249 1.75845  -0.135
122 H -4.89971 -0.30563 2.32930  0.431
123 H -6.86598 0.58843 1.69760  0.200
124 P -0.30040 -0.62033 0.34422  1.602
125 F -0.06778 0.32675 1.57251  -0.658
126 F -1.87503 -0.24781 0.53592  -0.437
127 F 0.12124 0.61665 -0.65895  -0.313
128 F -0.66814 -1.64155 -0.83534  -0.255
129 F 1.26056 -1.03530 0.19231  -0.350
130 F -0.54017 -1.75876 1.53036  -0.362
131 B 0.11345 2.75577 -3.91041  0.336
132 F -0.03110 3.80416 -3.08608  -0.263
133 F 0.12660 1.58315 -3.27701  -0.328
134 F -0.82813 2.73405 -4.91754  -0.377
135 F 1.26951 2.93782 -4.51027  -0.368

Calculated values
E_LUMO, hartree: -0.1958
Total charge: +1
Kohn-Sham gap, eV: 1.1008


Entry 5:
2 unconnected molecules or ions with the total composition C2H6N2O2 at a distorted geometry, computed with ωB97M-V/def2-TZVPD.

Last column: Mulliken charge in e.
Positions of all 12 atoms, in Å:
1 N 0.86435 -2.56795 1.00124  -0.314
2 C 0.00547 -1.94889 1.80440  0.176
3 O -0.48778 -0.84131 1.53920  -0.574
4 H 1.20977 -2.07165 0.17607  0.235
5 H 1.24749 -3.48481 1.24432  0.219
6 H -0.30206 -2.62817 2.63609  0.256
7 N -0.01002 2.36783 -0.89653  -0.313
8 C -0.81265 2.14501 -1.91410  0.208
9 O -0.51821 2.57541 -3.05811  -0.615
10 H 0.74745 3.05459 -0.86281  0.219
11 H -0.19859 1.77403 -0.08514  0.246
12 H -1.74521 1.62591 -1.58464  0.258

Calculated values
E_LUMO, hartree: 0.0241
Kohn-Sham gap, eV: 10.2988
ΔE to the lowest compared entry with this formula, charge and spin, kcal/mol: 16.7